The following is a quantum chemistry calculation of the ion C7H14N3O3 with charge +1 in a non-equilibrium geometry, from the Open Molecules 2025 dataset.

Cartesian coordinates (Å):
C  0.466  -0.069  -0.670
C  1.024  -1.429  -0.651
C  -1.039  1.297  0.561
C  -1.704  -0.949  0.349
C  2.329  -2.979  -1.981
C  -2.805  2.941  0.862
C  1.120  2.174  1.537
N  -0.721  0.068  0.163
N  0.866  -2.211  0.367
N  1.688  -1.749  -1.773
O  0.935  0.849  -1.289
O  -2.270  1.608  0.673
O  -0.183  2.256  0.850
H  -2.637  -0.730  -0.009
H  -1.138  -1.872  0.078
H  -1.808  -1.188  1.446
H  2.321  -3.159  -2.994
H  3.475  -2.881  -1.629
H  1.796  -3.753  -1.422
H  -3.426  3.204  -0.025
H  -2.010  3.619  0.907
H  -3.452  2.903  1.715
H  1.658  3.074  1.334
H  1.578  1.275  1.242
H  0.899  1.811  2.596
H  1.497  -3.037  0.383
H  1.541  -1.073  -2.620

As for the SMILES: [H]/N=C(\NC)C(=O)[N+](C)=C(OC)OC. As for the energy above the lowest of the compared OMol25 structures with the same formula, charge and spin: 174.0 kJ/mol. The HOMO energy is -0.461 Eh. As for the total charge: +1. Its electronic energy is -664.79489 a.u. As for the frontier orbital gap: 8.434 eV. The value obtained for the maximum force is 5.1 eV/A.